Entry 1
Entry from OMol25: a cluster of 11 separate species, C44H121N11O11 in total (ωB97M-V with the def2-TZVPD basis set).

SMILES string   COC[C@H](C)N.COC[C@H](C)N.COC[C@H](C)N.COC[C@H](C)N.COC[C@H](C)N.COC[C@H](C)N.COC[C@H](C)N.COC[C@H](C)N.COC[C@H](C)N.COC[C@H](C)N.COC[C@H](C)N
E_LUMO   0.415 eV

```
187
C44H121N11O11 (ωB97M-V with the def2-TZVPD basis set)
C -5.1012 7.4504 5.1121
C -4.1308 8.2914 4.2092
C -3.1018 7.3475 3.4245
O -2.6581 6.1941 4.1467
C -1.8242 5.2621 3.4422
N -4.9042 9.0475 3.1988
H -5.6849 6.7855 4.4755
H -5.8038 8.0153 5.7247
H -4.4854 6.8606 5.7911
H -3.5901 8.9446 4.8941
H -2.2392 7.9564 3.1538
H -3.5024 6.9761 2.4813
H -0.8850 5.7488 3.1791
H -2.2982 4.9414 2.5146
H -1.6474 4.3907 4.0727
H -5.4577 8.3647 2.7013
H -4.2810 9.4508 2.5139
C -11.3838 4.6081 1.3578
C -12.8830 4.7189 1.6923
C -13.7122 5.0363 0.4083
O -15.0697 5.1452 0.7402
C -15.8361 5.8523 -0.2306
N -13.2653 3.4234 2.2111
H -10.7735 4.2982 2.2060
H -10.9445 5.5508 1.0315
H -11.2856 3.8222 0.6089
H -12.9421 5.5232 2.4256
H -13.6238 4.1686 -0.2454
H -13.2813 5.9290 -0.0451
H -15.6557 6.9122 -0.0514
H -16.8594 5.5620 0.0076
H -15.6484 5.5244 -1.2530
H -14.2751 3.4423 2.2078
H -13.0855 2.7202 1.5088
C -8.5900 12.6092 4.9195
C -7.3832 11.9108 4.3363
C -6.1625 12.7894 4.1197
O -6.2619 13.5980 2.9347
C -6.1004 12.9053 1.6290
N -7.0974 10.6722 5.0465
H -9.4825 11.9868 4.9825
H -8.8207 13.4917 4.3227
H -8.4077 12.7772 5.9809
H -7.7148 11.5801 3.3521
H -5.3118 12.1200 3.9918
H -5.8809 13.2931 5.0444
H -6.9350 12.2091 1.5466
H -5.1773 12.3310 1.5500
H -6.1777 13.5804 0.7767
H -6.3134 10.2538 4.5665
H -6.7993 10.8584 5.9934
C -8.6615 17.7472 3.9664
C -8.3720 16.3098 3.4683
C -8.7072 16.0935 1.9488
O -10.1163 16.1683 1.8344
C -10.6417 16.0107 0.4847
N -6.9294 16.1610 3.6678
H -8.5440 17.8786 5.0420
H -9.7127 17.9419 3.7539
H -8.0803 18.5092 3.4470
H -8.9515 15.6510 4.1150
H -8.3268 15.1023 1.7022
H -8.1325 16.7559 1.3015
H -11.7182 16.1721 0.4288
H -10.5613 15.0246 0.0273
H -10.2502 16.7311 -0.2335
H -6.5728 15.2467 3.4291
H -6.9104 16.2203 4.6759
C -6.9571 8.2704 -1.1826
C -7.6046 8.6537 0.1037
C -8.7436 9.6790 -0.0843
O -8.7593 10.5886 1.0568
C -9.7708 11.5982 0.9509
N -8.0451 7.5018 0.8675
H -7.7182 7.9080 -1.8736
H -6.2750 7.4210 -1.1461
H -6.4252 9.1265 -1.5978
H -6.7940 9.0976 0.6817
H -9.6960 9.1488 -0.0902
H -8.5111 10.1944 -1.0162
H -9.6722 12.3501 0.1679
H -9.7628 12.1646 1.8822
H -10.7794 11.1851 0.9386
H -8.9490 7.1710 0.5617
H -8.2175 7.8426 1.8025
C 2.1880 7.8728 0.5068
C 0.6989 8.1507 0.4849
C -0.1898 7.3325 -0.4748
O -1.5362 7.9044 -0.4522
C -2.5098 7.1143 -1.1069
N 0.2413 7.8481 1.8190
H 2.5709 6.8526 0.4832
H 2.7401 8.4854 1.2196
H 2.5985 8.2234 -0.4401
H 0.4617 9.2107 0.3941
H -0.1720 6.2843 -0.1766
H 0.1564 7.2880 -1.5074
H -2.2016 7.1582 -2.1515
H -3.5424 7.4460 -0.9977
H -2.5737 6.1014 -0.7095
H 0.9397 8.2114 2.4516
H -0.6776 8.2312 1.9889
C -1.4231 11.3637 -0.2189
C -2.8242 11.0922 0.4567
C -3.9336 10.7810 -0.5616
O -4.2522 11.9778 -1.3189
C -5.3725 12.0063 -2.2155
N -2.6775 9.9575 1.3437
H -0.6400 11.4007 0.5384
H -1.3523 12.3591 -0.6573
H -1.2512 10.5880 -0.9652
H -3.0980 11.9384 1.0868
H -4.7912 10.4698 0.0348
H -3.6104 10.0905 -1.3406
H -5.4416 11.0916 -2.8042
H -5.3180 12.9044 -2.8308
H -6.3089 12.0216 -1.6579
H -1.9042 10.0937 1.9789
H -2.4015 9.1234 0.8456
C -11.2054 8.3259 3.4320
C -10.0435 8.6857 4.3672
C -9.7189 7.5468 5.4127
O -8.8416 8.0500 6.4349
C -8.3706 7.1003 7.3786
N -8.8806 8.7317 3.5124
H -11.4483 9.1088 2.7136
H -12.2323 8.1739 3.7641
H -11.0449 7.3952 2.8877
H -10.3015 9.6786 4.7355
H -9.2561 6.7183 4.8763
H -10.6604 7.2008 5.8393
H -7.3888 7.5188 7.5998
H -8.2310 6.1224 6.9178
H -8.9953 6.9939 8.2655
H -8.8464 9.5338 2.8995
H -8.1941 9.0162 4.1964
C -9.9044 4.2129 -4.2977
C -9.7487 5.3634 -3.3058
C -10.5606 5.2138 -2.0116
O -10.6150 6.4418 -1.2796
C -11.4021 7.4818 -1.8026
N -8.3445 5.4027 -3.0163
H -10.9410 4.0092 -4.5662
H -9.5256 3.2836 -3.8722
H -9.3409 4.3039 -5.2263
H -9.9651 6.2770 -3.8595
H -10.0398 4.4175 -1.4797
H -11.5698 4.8564 -2.2160
H -11.1398 7.7854 -2.8160
H -11.3644 8.3292 -1.1180
H -12.4151 7.0863 -1.7274
H -8.2179 5.7957 -2.0946
H -7.9772 4.5060 -2.7316
C -4.7511 5.6547 -3.6315
C -5.5099 6.0467 -4.8778
C -6.0763 4.8410 -5.6381
O -5.0187 3.9858 -5.9359
C -5.4557 2.9678 -6.8068
N -6.5146 6.9730 -4.5270
H -5.3956 5.2916 -2.8309
H -4.2040 6.4403 -3.1104
H -3.9842 4.8954 -3.7851
H -4.7526 6.6142 -5.4186
H -6.5204 5.2454 -6.5477
H -6.8915 4.3756 -5.0840
H -4.7289 2.1612 -6.9033
H -5.4477 3.4673 -7.7756
H -6.3956 2.4934 -6.5249
H -7.2506 6.5703 -3.9646
H -6.1197 7.6584 -3.8990
C -11.9129 13.4594 2.7856
C -13.0584 14.4448 2.7954
C -14.2104 14.0296 3.6684
O -14.6994 12.7263 3.2928
C -15.5831 12.1489 4.1954
N -12.5461 15.7357 3.2104
H -11.5546 13.0933 3.7477
H -11.0631 14.0364 2.4209
H -12.1765 12.6565 2.0971
H -13.3795 14.5432 1.7584
H -15.0630 14.6870 3.4982
H -13.8572 14.0374 4.6996
H -15.5188 11.0857 3.9640
H -16.5853 12.4083 3.8542
H -15.2616 12.2715 5.2297
H -13.1868 16.4847 2.9898
H -11.6675 15.9514 2.7613
```


Entry 2
Entry from OMol25: a structure of composition C44H121N11O11 (ωB97M-V with the def2-TZVPD basis set).

E_LUMO   0.607 eV

```
187
C44H121N11O11 (ωB97M-V with the def2-TZVPD basis set)
C 0.3375 3.6347 3.8806
C 1.2153 4.6380 4.6247
C 0.5704 6.0438 4.6957
O 0.2423 6.5175 3.3908
C 1.3730 7.1573 2.7939
N 1.3970 4.1351 5.9849
H 0.0263 4.0668 2.9317
H -0.4900 3.3328 4.5217
H 0.9511 2.7498 3.6876
H 2.1939 4.7076 4.1298
H 1.2173 6.7461 5.2242
H -0.4033 5.9146 5.1705
H 1.7182 7.9466 3.4658
H 1.0373 7.6453 1.8794
H 2.1087 6.3933 2.5448
H 1.6587 3.1562 5.9278
H 2.1280 4.5827 6.5247
C -3.1038 -3.1027 0.6804
C -3.6729 -2.7062 2.0545
C -2.9774 -1.5631 2.7575
O -1.5819 -1.6470 2.6655
C -0.9676 -0.4543 3.1069
N -5.1063 -2.4280 1.8815
H -3.5996 -4.0094 0.3315
H -2.0260 -3.2605 0.7333
H -3.2306 -2.3106 -0.0598
H -3.4991 -3.6575 2.5815
H -3.4044 -1.4698 3.7638
H -3.2689 -0.6637 2.1919
H -1.4753 0.4413 2.7418
H 0.0668 -0.4951 2.7676
H -0.9092 -0.4489 4.2030
H -5.5854 -2.4522 2.7796
H -5.4800 -3.2464 1.4039
C -0.1673 -1.5362 -4.9411
C -0.0386 -2.3613 -6.1989
C -1.2412 -2.3022 -7.1495
O -2.4655 -2.4139 -6.4577
C -2.7346 -3.7451 -6.1061
N 1.2291 -1.9943 -6.8693
H -0.4784 -0.5232 -5.2061
H 0.7113 -1.6722 -4.3178
H -0.9988 -1.9415 -4.3569
H 0.0664 -3.4062 -5.8882
H -1.1545 -3.1037 -7.8922
H -1.1974 -1.3635 -7.7087
H -3.7684 -3.9541 -5.7948
H -2.1806 -4.0459 -5.2124
H -2.7420 -4.3951 -6.9894
H 1.5184 -2.6737 -7.5639
H 1.1019 -1.1173 -7.3670
C 6.9629 5.3163 4.1781
C 5.8794 5.8748 3.2707
C 5.0090 4.8547 2.5552
O 4.2382 5.5287 1.5802
C 3.3992 4.6115 0.8968
N 5.0084 6.8863 3.9288
H 6.5010 4.9010 5.0765
H 7.5955 6.1362 4.5130
H 7.4942 4.5329 3.6388
H 6.3495 6.4089 2.4306
H 4.3967 4.2877 3.2706
H 5.6557 4.1070 2.0777
H 2.7106 4.1252 1.5960
H 3.9735 3.8779 0.3241
H 2.8239 5.1831 0.1678
H 5.3784 7.8252 3.7935
H 4.2308 6.9483 3.2654
C 4.8311 2.3489 -0.6570
C 3.4423 1.7342 -0.5846
C 2.9391 1.1226 -1.8881
O 2.8183 2.1730 -2.8400
C 2.6645 1.7228 -4.1645
N 3.2924 0.8273 0.5376
H 5.0043 2.8564 0.2964
H 4.8434 3.1292 -1.4189
H 5.6300 1.6329 -0.8512
H 2.7705 2.6047 -0.4829
H 1.9451 0.6785 -1.7793
H 3.6198 0.3424 -2.2512
H 3.5715 1.2008 -4.4910
H 2.5868 2.6104 -4.7916
H 1.8173 1.0689 -4.3921
H 3.7096 1.2050 1.3794
H 2.3101 0.6382 0.6999
C 3.2150 2.3307 4.5572
C 4.6188 2.6592 4.0354
C 5.6479 3.0444 5.0661
O 5.2359 4.2638 5.7120
C 6.2180 4.6546 6.6410
N 5.0253 1.4406 3.3401
H 2.5354 2.0629 3.7509
H 2.7846 3.2078 5.0522
H 3.2662 1.5242 5.2909
H 4.5454 3.5047 3.3458
H 6.5887 3.2888 4.5571
H 5.8182 2.2696 5.8232
H 6.0018 5.6896 6.9390
H 7.2530 4.7560 6.3023
H 6.1463 4.1204 7.5923
H 5.9037 1.5145 2.8386
H 5.0453 0.5694 3.8477
C -3.2787 -7.2210 -4.4546
C -2.2062 -7.8764 -3.5793
C -1.6174 -6.8953 -2.5663
O -0.7242 -6.0268 -3.2004
C -0.0404 -5.2040 -2.2943
N -2.7230 -9.0480 -2.8855
H -4.0450 -6.7003 -3.8811
H -3.6821 -7.9285 -5.1821
H -2.7955 -6.5022 -5.1299
H -1.4219 -8.2483 -4.2411
H -1.1041 -7.4792 -1.7937
H -2.4117 -6.3369 -2.0449
H 0.5968 -4.4845 -2.8126
H 0.6860 -5.7452 -1.6784
H -0.7501 -4.6430 -1.6773
H -3.4820 -8.8477 -2.2462
H -3.0321 -9.7814 -3.5056
C -0.1126 3.4046 -3.2009
C -1.4418 3.9598 -2.6808
C -1.2231 5.1776 -1.8043
O -0.4433 4.7555 -0.7010
C -0.3125 5.7306 0.3407
N -2.2412 4.2506 -3.8624
H 0.5659 3.1921 -2.3709
H 0.3416 4.1795 -3.8173
H -0.1449 2.4213 -3.6727
H -1.8921 3.2529 -1.9731
H -2.2085 5.5113 -1.4510
H -0.7580 6.0446 -2.2866
H -1.3069 5.9085 0.7608
H 0.1078 6.6233 -0.1277
H 0.2997 5.2100 1.0698
H -2.2217 3.4806 -4.5215
H -3.2404 4.4005 -3.7614
C -6.8466 0.0045 -2.2918
C -6.3877 -1.0939 -1.3576
C -5.8125 -2.2951 -2.0838
O -6.8128 -2.9829 -2.8212
C -6.2828 -4.1683 -3.3708
N -5.2848 -0.5810 -0.5248
H -7.7080 -0.4018 -2.8363
H -6.1210 0.2798 -3.0574
H -7.2229 0.9082 -1.8100
H -7.1976 -1.4051 -0.6838
H -5.4333 -2.9453 -1.2854
H -5.0114 -2.0201 -2.7760
H -7.0110 -4.7113 -3.9670
H -5.8435 -4.7712 -2.5718
H -5.4721 -3.9535 -4.0799
H -5.6852 0.2250 -0.0456
H -5.1272 -1.2264 0.2656
C -1.9948 -8.2866 0.7469
C -1.9294 -7.3748 1.9445
C -1.0132 -6.1672 1.8101
O 0.1517 -6.4367 1.0432
C 1.1066 -5.3934 1.1644
N -3.2889 -6.9305 2.3300
H -1.0058 -8.6012 0.4192
H -2.4666 -7.8581 -0.1404
H -2.6477 -9.1336 0.9737
H -1.4624 -7.9643 2.7476
H -0.7994 -5.7658 2.8064
H -1.5443 -5.3906 1.2426
H 2.0174 -5.7938 0.7258
H 1.2988 -5.1126 2.2034
H 0.7782 -4.4894 0.6416
H -3.8084 -7.7593 2.6028
H -3.1458 -6.4100 3.1954
C 0.0244 -1.5056 -1.1265
C -1.1448 -0.5856 -0.8134
C -0.7215 0.8765 -0.6743
O 0.2388 1.0011 0.3661
C 0.2059 2.3300 0.8729
N -2.0960 -0.7707 -1.9205
H 0.4326 -1.2672 -2.1060
H -0.4096 -2.5085 -1.1770
H 0.7560 -1.5157 -0.3184
H -1.6174 -0.8692 0.1322
H -1.6365 1.4679 -0.5525
H -0.2459 1.2772 -1.5756
H -0.6546 2.5159 1.5257
H 0.2786 3.0307 0.0397
H 1.0436 2.4316 1.5702
H -2.9518 -0.2448 -1.7513
H -2.3962 -1.7394 -1.9367
```


Which of them is the most stable, and which is the least stable? entry 1 and entry 2, in that order.